No. 1
A 2-piece molecular cluster, C3H3ClNO4 overall. Source: the OMol25 dataset; level of theory: the ωB97M-V functional and the def2-TZVPD basis.

Element x y z (Å)
C1 -3.0010 -0.0382 -0.1952
C2 1.9639 0.1263 -0.4127
C3 0.9990 -0.2944 0.6128
N1 -0.3019 -0.1921 0.3364
O1 -3.1910 -1.1621 -0.3851
O2 -1.1135 -0.3229 1.2351
O3 -3.1381 1.0881 0.0601
O4 -0.7144 0.1422 -0.8236
Cl1 2.9966 1.6001 -0.0685
H1 2.9057 -0.6309 -0.7102
H2 1.4200 0.4250 -1.2460
H3 1.1747 -0.7409 1.5969

Results
E_HOMO in Ha: -0.1420
Frontier orbital gap in eV: 7.540
Energy above the lowest of the compared OMol25 structures with the same formula, charge and spin in kcal per mole: 15.63
Net charge: -1

No. 2
A 10-piece molecular cluster, C54H134N2O34P8 overall. Source: the OMol25 dataset; level of theory: the ωB97M-V functional and the def2-TZVPD basis.

Element x y z (Å)
C1 -0.9377 5.3181 0.3521
C2 -0.2312 4.0433 0.7776
O1 0.4085 3.4179 -0.3400
P1 1.9819 3.6086 -0.5765
O2 2.8416 3.0351 0.4560
O3 2.1421 5.1800 -0.7860
C3 3.4340 5.6480 -1.3113
C4 3.1812 7.0677 -1.7540
O4 2.1121 3.0087 -2.0454
C5 1.9111 1.6235 -2.2850
C6 0.6935 1.3841 -3.1644
H1 -1.5769 5.7568 1.1183
H2 -0.3000 6.0648 -0.1121
H3 -1.6650 4.9613 -0.3874
H4 0.4694 4.1853 1.6076
H5 -0.9430 3.3216 1.1851
H6 4.1000 5.5366 -0.4534
H7 3.7459 4.9774 -2.1129
H8 2.8552 7.7106 -0.9395
H9 4.1603 7.4354 -2.0867
H10 2.5251 7.1887 -2.6128
H11 2.7848 1.1926 -2.7776
H12 1.7583 1.0122 -1.3899
H13 -0.1724 1.7626 -2.6115
H14 0.7793 1.8912 -4.1238
H15 0.4379 0.3315 -3.2902
C7 -9.8671 3.9044 -0.1296
C8 -8.3693 3.7201 0.2133
O5 -7.9795 2.3588 0.1589
P2 -8.2445 1.4294 1.4594
O6 -7.9764 2.1230 2.7177
O7 -9.7227 0.8430 1.2689
C9 -10.1840 0.3255 0.0062
C10 -9.7899 -1.1427 -0.1383
O8 -7.3176 0.1663 1.1621
C11 -5.9190 0.1802 0.8915
C12 -5.1234 0.0141 2.2084
H16 -10.4788 3.2800 0.5276
H17 -10.2313 4.9078 0.0867
H18 -10.0375 3.5816 -1.1545
H19 -7.8324 4.2555 -0.5725
H20 -8.1144 4.2068 1.1544
H21 -11.2598 0.4940 -0.0441
H22 -9.7885 0.9783 -0.7757
H23 -8.7095 -1.2459 -0.2075
H24 -10.1448 -1.7266 0.7098
H25 -10.1893 -1.5965 -1.0470
H26 -5.6457 -0.7240 0.3500
H27 -5.6610 1.0842 0.3405
H28 -5.2093 -1.0132 2.5563
H29 -4.0645 0.2300 2.0689
H30 -5.5722 0.7317 2.8952
C13 1.1911 -2.5044 -3.1007
C14 2.4070 -2.7095 -2.1943
O9 3.4942 -3.4221 -2.7717
P3 4.3852 -2.8015 -3.9644
O10 4.9939 -1.5181 -3.6378
O11 5.4124 -3.9571 -4.2642
C15 6.8153 -3.6888 -4.4429
C16 7.0588 -3.1743 -5.8535
O12 3.3509 -2.7613 -5.1996
C17 3.1268 -3.8770 -6.0589
C18 3.2509 -3.3807 -7.5398
H31 1.3330 -1.8179 -3.9342
H32 0.8612 -3.4444 -3.5548
H33 0.3317 -2.2007 -2.5009
H34 2.6194 -1.7296 -1.7638
H35 2.0939 -3.3443 -1.3678
H36 7.1928 -3.0188 -3.6668
H37 7.3358 -4.5962 -4.1303
H38 6.7267 -3.9365 -6.5612
H39 6.4559 -2.2824 -6.0241
H40 8.1046 -2.9400 -6.0426
H41 3.8049 -4.7183 -5.9319
H42 2.0910 -4.1963 -5.9373
H43 3.0291 -2.3153 -7.5320
H44 4.3027 -3.4347 -7.8158
H45 2.5283 -3.9973 -8.0664
C19 6.1574 -5.5243 0.0669
C20 5.7988 -4.4354 -0.9321
O13 6.8891 -3.5459 -1.2230
P4 7.3911 -2.4236 -0.2092
O14 8.2527 -1.4197 -0.8647
O15 6.0634 -1.8246 0.4228
C21 5.3946 -0.7660 -0.2929
C22 3.9381 -0.7712 0.1462
O16 7.9734 -3.2537 1.0190
C23 8.5041 -2.4705 2.0942
C24 9.9454 -2.0265 1.9948
H46 7.0897 -6.0397 -0.1806
H47 6.3367 -5.0999 1.0565
H48 5.4223 -6.3225 0.1737
H49 5.6860 -4.9366 -1.8905
H50 4.8971 -3.9496 -0.5674
H51 5.7584 0.2073 0.0307
H52 5.4229 -0.9243 -1.3709
H53 3.7687 -0.3392 1.1338
H54 3.3529 -0.1536 -0.5436
H55 3.4327 -1.7382 0.1113
H56 7.8633 -1.6404 2.3991
H57 8.4272 -3.1459 2.9534
H58 10.1578 -1.2995 2.7831
H59 10.6648 -2.8355 2.1094
H60 10.1381 -1.4545 1.0851
C25 -5.4554 -4.1182 -1.1714
C26 -4.9301 -4.1630 -2.6025
O17 -3.8385 -5.0688 -2.8383
P5 -2.3159 -4.5732 -2.7807
O18 -2.1231 -3.1151 -2.7486
O19 -1.6207 -5.4024 -3.9417
C27 -1.9011 -5.1868 -5.3291
C28 -3.1909 -5.8471 -5.7596
O20 -1.7276 -5.2883 -1.4826
C29 -2.0335 -4.8061 -0.1934
C30 -0.8268 -4.8957 0.7447
H61 -5.9176 -5.0579 -0.8760
H62 -4.6121 -3.9287 -0.5101
H63 -6.1340 -3.2667 -1.1245
H64 -5.7671 -4.5357 -3.1946
H65 -4.6198 -3.1624 -2.8965
H66 -2.0227 -4.1138 -5.5192
H67 -0.9622 -5.4686 -5.8042
H68 -3.3649 -6.7975 -5.2480
H69 -4.0362 -5.2224 -5.4683
H70 -3.3277 -6.0967 -6.8122
H71 -2.4103 -3.7785 -0.2186
H72 -2.8564 -5.3832 0.2389
H73 -0.4851 -5.9364 0.7293
H74 0.0555 -4.3833 0.3565
H75 -1.0662 -4.6464 1.7757
C31 -4.9340 4.8802 1.4313
C32 -4.6200 3.6824 2.3072
O21 -3.3449 3.8326 2.8987
P6 -3.1262 3.3917 4.4203
O22 -3.3426 1.9548 4.6698
O23 -1.6369 3.9487 4.7292
C33 -0.9897 3.3845 5.8926
C34 0.1497 2.4742 5.4585
O24 -4.0567 4.4556 5.1656
C35 -4.4136 4.3343 6.5402
C36 -5.9099 4.3721 6.6681
H76 -5.8548 4.7271 0.8719
H77 -5.0798 5.7916 2.0177
H78 -4.0742 5.1015 0.7951
H79 -5.3896 3.5969 3.0807
H80 -4.7305 2.8025 1.6664
H81 -0.5527 4.2519 6.3899
H82 -1.6616 2.8508 6.5605
H83 1.1657 2.8704 5.5094
H84 0.1734 1.6440 6.1705
H85 0.0120 2.1537 4.4271
H86 -4.0224 3.4488 7.0502
H87 -3.9718 5.1710 7.0860
H88 -6.2970 4.4039 7.6881
H89 -6.2483 5.3335 6.2650
H90 -6.4585 3.6031 6.1256
C37 -5.2292 3.9258 -2.6435
C38 -5.8442 2.5383 -2.6462
O25 -4.8533 1.6354 -3.1173
P7 -4.9486 0.0310 -2.9338
O26 -6.3152 -0.4889 -2.7618
O27 -4.1787 -0.4815 -4.2424
C39 -4.8329 -0.3785 -5.5183
C40 -4.0478 0.6524 -6.3237
O28 -3.9489 -0.2669 -1.7188
C41 -2.5729 0.1575 -1.8427
C42 -2.3709 1.2234 -0.7464
H91 -5.9485 4.6392 -2.2205
H92 -4.4414 4.0257 -1.8963
H93 -5.0047 4.2650 -3.6516
H94 -6.2189 2.3393 -1.6352
H95 -6.7529 2.4572 -3.2481
H96 -4.6707 -1.3364 -6.0058
H97 -5.8553 -0.0101 -5.4579
H98 -4.1884 0.6062 -7.4080
H99 -4.1097 1.6775 -5.9662
H100 -2.9899 0.3625 -6.3085
H101 -1.9686 -0.7384 -1.6928
H102 -2.3182 0.5641 -2.8221
H103 -2.9916 2.0970 -0.9541
H104 -2.7258 0.8171 0.1997
H105 -1.3255 1.5370 -0.7606
C43 9.9143 2.1139 1.4980
C44 8.6799 1.3636 1.0713
O29 7.9195 0.9117 2.1902
P8 6.8152 1.9085 2.7845
O30 7.2852 3.2545 3.1163
O31 5.6713 1.9111 1.6425
C45 4.6808 2.9560 1.5916
C46 5.0472 3.8567 0.4253
O32 6.1807 1.1212 4.0164
C47 5.4868 -0.1353 3.8635
C48 3.9966 0.1888 4.0034
H106 9.6763 3.0527 1.9961
H107 10.4488 1.4717 2.2046
H108 10.5703 2.3199 0.6521
H109 8.1204 2.0168 0.3904
H110 8.9464 0.4968 0.4655
H111 3.6711 2.5903 1.4095
H112 4.7443 3.5694 2.4926
H113 6.1022 4.1204 0.4151
H114 4.8049 3.3535 -0.5146
H115 4.3964 4.7346 0.4313
H116 5.6976 -0.5366 2.8678
H117 5.8736 -0.8584 4.5803
H118 3.5784 0.4446 3.0303
H119 3.5023 -0.7450 4.3031
H120 3.6803 0.9404 4.7219
C49 -1.2295 -0.0715 2.6767
N1 -0.1182 -0.2623 1.7690
C50 1.0259 0.6104 1.9527
C51 -0.0062 -1.3984 1.0445
O33 0.9465 -1.6985 0.3556
H121 -1.7280 0.8893 2.5087
H122 -0.8651 0.0297 3.7022
H123 -1.9773 -0.8549 2.5841
H124 1.6486 0.3919 2.8255
H125 1.6013 0.6499 1.0331
H126 0.6646 1.6186 2.1713
H127 -0.8534 -2.0751 1.2548
C52 1.6230 -3.3005 7.0369
N2 0.8150 -3.3587 5.8345
C53 0.8116 -2.1842 5.0073
C54 0.0093 -4.4064 5.5840
O34 -0.8010 -4.4534 4.6772
H128 1.2622 -2.4708 7.6508
H129 2.6847 -3.1590 6.8270
H130 1.5441 -4.1935 7.6553
H131 0.1064 -1.4081 5.3166
H132 1.8355 -1.8070 5.0150
H133 0.5456 -2.4882 3.9943
H134 0.2339 -5.2198 6.2958

Results
E_HOMO in Ha: -0.3431
SMILES string: CCOP(=O)(OCC)OCC.CCOP(=O)(OCC)OCC.CCOP(=O)(OCC)OCC.CCOP(=O)(OCC)OCC.CCOP(=O)(OCC)OCC.CCOP(=O)(OCC)OCC.CCOP(=O)(OCC)OCC.CCOP(=O)(OCC)OCC.CN(C)C=O.CN(C)C=O
Frontier orbital gap in eV: 9.791
Net charge: 0

No. 3
A 3-piece molecular cluster, C4H10N4 overall. Source: the OMol25 dataset; level of theory: the ωB97M-V functional and the def2-TZVPD basis.

Element x y z (Å)
C1 4.1362 1.5081 -0.6333
C2 -1.6363 0.3754 0.4771
C3 -2.6387 0.4945 -0.6192
C4 1.1866 -2.3342 -0.3798
N1 -0.3661 0.2272 0.3405
N2 3.1649 0.9599 -0.4945
N3 -2.1101 0.5724 1.7230
N4 0.6838 0.0189 -0.0333
H1 5.1161 2.0413 -0.7770
H2 -2.1689 1.0376 -1.4630
H3 -3.5267 0.9160 -0.3235
H4 -3.0023 -0.4595 -1.0715
H5 0.4188 -3.0722 -0.5933
H6 1.7783 -1.9745 -1.1349
H7 1.4038 -2.3953 0.5975
H8 -2.8704 1.1525 2.0087
H9 -1.7315 0.3089 2.5999
H10 2.1626 0.6229 -0.2233

Results
E_HOMO (alpha / beta) in Ha: -0.6007 / -0.6221
Frontier orbital gap (alpha / beta) in eV: 6.568 / 8.109
Energy above the lowest of the compared OMol25 structures with the same formula, charge and spin in kcal per mole: 148.76
Net charge: +2

No. 4
C60H46O2P2RhS2 as an isolated structure. Source: the OMol25 dataset; level of theory: the ωB97M-V functional and the def2-TZVPD basis.

Element x y z (Å)
Rh1 -0.2424 -0.6031 -0.2656
O1 -1.5823 2.2124 -0.6124
S1 -0.2185 1.7809 -0.3252
C1 0.1620 2.5457 1.2314
C2 0.8433 3.7457 1.1929
C3 0.7543 4.6942 2.2274
C4 -0.0748 4.4204 3.2803
C5 -0.4544 5.2408 4.4885
C6 -1.4073 4.3263 5.3077
C7 -1.4266 3.0192 4.5525
C8 -1.9793 1.8056 4.8594
C9 -1.7468 0.7388 3.9794
C10 -1.0824 0.8814 2.7718
P1 -0.6059 -0.6631 2.0220
C11 0.6603 -1.2786 3.1286
C12 0.4707 -2.4193 3.9160
C13 1.4737 -2.8177 4.7847
C14 2.6622 -2.1031 4.8608
C15 2.8467 -0.9639 4.0842
C16 1.8477 -0.5497 3.2239
C17 -1.8891 -1.8981 2.0219
C18 -1.4734 -3.1996 1.6951
C19 -2.3909 -4.2376 1.6855
C20 -3.7215 -3.9773 1.9996
C21 -4.1406 -2.6779 2.2765
C22 -3.2346 -1.6313 2.2689
C23 -0.5570 2.1391 2.3962
C24 -0.6902 3.1510 3.3588
C25 0.7794 2.5729 -1.5473
C26 0.2568 3.8131 -1.8837
C27 0.8432 4.6326 -2.8553
C28 1.9713 4.1788 -3.4904
C29 2.8285 4.8050 -4.5615
C30 3.9346 3.7533 -4.8522
C31 3.6157 2.5961 -3.9372
C32 4.2254 1.3822 -3.7638
C33 3.6567 0.4823 -2.8500
C34 2.5192 0.7665 -2.1150
P2 1.9530 -0.5581 -1.0557
C35 3.3593 -0.7034 0.0769
C36 3.6282 0.4135 0.8656
C37 4.7811 0.4634 1.6281
C38 5.6693 -0.6073 1.6114
C39 5.4067 -1.7172 0.8229
C40 4.2530 -1.7694 0.0475
C41 1.8520 -2.0714 -2.0223
C42 1.7722 -3.2719 -1.2993
C43 1.7306 -4.4822 -1.9693
C44 1.7251 -4.4996 -3.3595
C45 1.7366 -3.3113 -4.0788
C46 1.7944 -2.0923 -3.4164
C47 1.8995 2.0280 -2.2300
C48 2.4754 2.9018 -3.1697
H1 1.4474 3.9881 0.3303
H2 1.2949 5.6292 2.1501
H3 -0.9277 6.1765 4.1913
H4 0.4331 5.5157 5.0600
H5 -2.4144 4.7409 5.3653
H6 -1.0737 4.1901 6.3357
H7 -2.5267 1.6406 5.7789
H8 -2.0704 -0.2493 4.2875
H9 -0.4519 -2.9801 3.8818
H10 1.3216 -3.6881 5.4103
H11 3.4436 -2.4295 5.5361
H12 3.7663 -0.3988 4.1596
H13 1.9736 0.3515 2.6456
H14 -0.4300 -3.4021 1.4723
H15 -2.0711 -5.2450 1.4470
H16 -4.4362 -4.7918 2.0238
H17 -5.1813 -2.4824 2.5065
H18 -3.5752 -0.6193 2.4435
H19 -0.6360 4.1563 -1.3757
H20 0.4023 5.5953 -3.0825
H21 3.2450 5.7529 -4.2190
H22 2.2333 5.0366 -5.4452
H23 4.9315 4.1457 -4.6487
H24 3.9416 3.4367 -5.8949
H25 5.1172 1.1056 -4.3135
H26 4.1326 -0.4847 -2.7236
H27 2.9553 1.2680 0.8474
H28 4.9999 1.3407 2.2266
H29 6.5760 -0.5684 2.2033
H30 6.1085 -2.5414 0.7932
H31 4.0723 -2.6304 -0.5830
H32 1.7959 -3.2540 -0.2127
H33 1.7161 -5.4122 -1.4133
H34 1.7060 -5.4472 -3.8857
H35 1.7173 -3.3334 -5.1615
H36 1.8224 -1.1694 -3.9822
O2 -2.3748 -0.3018 -0.0988
S2 -2.8708 -0.0180 -1.5642
C49 -4.6253 -0.1756 -1.4617
C50 -5.3766 0.9332 -1.8286
C51 -6.7561 0.8759 -1.6798
C52 -7.3475 -0.2650 -1.1591
C53 -6.5734 -1.3639 -0.7839
C54 -5.1991 -1.3272 -0.9302
C55 -2.4416 -1.5162 -2.4252
C56 -2.0359 -2.6401 -1.7161
C57 -1.7611 -3.8125 -2.4137
C58 -1.8823 -3.8398 -3.7951
C59 -2.2732 -2.6995 -4.4919
C60 -2.5515 -1.5267 -3.8096
H37 -4.8941 1.8234 -2.2177
H38 -7.3643 1.7238 -1.9676
H39 -8.4224 -0.3031 -1.0389
H40 -7.0473 -2.2507 -0.3811
H41 -4.5887 -2.1750 -0.6411
H42 -2.0333 -2.6366 -0.6340
H43 -1.4902 -4.7114 -1.8723
H44 -1.6809 -4.7577 -4.3352
H45 -2.3708 -2.7295 -5.5704
H46 -2.8680 -0.6354 -4.3447

Results
E_HOMO (alpha / beta) in Ha: -0.5610 / -0.5610
Frontier orbital gap (alpha / beta) in eV: 5.503 / 5.503
Net charge: +3

| no. | F_max (eV Å⁻¹) |
| --- | --- |
| 1 | 4.1 |
| 2 | 6.0 |
| 3 | 4.1 |
| 4 | 2.6 |